A cluster of 2 separate species, C7H16N in total, computed with ωB97M-V/def2-TZVPD.

Summary:
- LUMO (eV) = -3.0
- HOMO energy (eV) = -12.701
- ΔE to the lowest compared entry with this formula, charge and spin (kJ/mol) = 112.8

```
! RIJCOSX wB97M-V def2-TZVPD def2/J DEFGRID3
* xyz 1 1
C 1.593 -0.402 1.722
C 1.725 -0.972 0.518
C 2.115 -0.278 -0.706
C 2.239 -0.917 -1.871
H 1.760 0.660 1.859
H 1.402 -0.991 2.607
H 1.572 -2.044 0.420
H 2.363 0.775 -0.642
H 2.533 -0.390 -2.767
H 2.071 -1.985 -1.942
C -0.384 1.804 -0.863
C -1.143 0.504 -0.690
N -1.481 0.295 0.765
C -2.502 -0.772 0.994
H 0.357 1.951 -0.075
H 0.131 1.822 -1.818
H -1.068 2.653 -0.799
H -2.092 0.522 -1.225
H -0.576 -0.370 -0.996
H -1.813 1.184 1.135
H -0.608 0.018 1.245
H -3.405 -0.515 0.450
H -2.692 -0.842 2.061
H -2.097 -1.707 0.617
*
```

***

A cluster of 2 separate species, C5H14N2O7P2 in total, computed with ωB97M-V/def2-TZVPD.

Summary:
- LUMO (eV) = 3.2
- HOMO energy (eV) = 1.362

```
! RIJCOSX wB97M-V def2-TZVPD def2/J DEFGRID3
* xyz -2 1
O -2.827 0.845 -1.548
P -1.654 0.284 -2.500
O -2.098 0.861 -4.121
O -1.619 -1.453 -2.615
C 0.012 1.111 -2.089
C 0.819 0.414 -0.801
C 0.146 0.964 0.570
N -0.527 -0.043 1.459
C -1.062 -1.247 0.720
C 0.215 -1.951 -0.022
N 1.017 -1.066 -0.933
H -1.264 1.221 -4.565
H -0.945 -1.739 -3.328
H -0.237 2.239 -1.784
H 0.748 1.214 -3.023
H 1.910 0.900 -0.859
H 1.012 1.467 1.220
H -0.604 1.862 0.333
H -1.388 0.445 1.846
H -1.428 -2.016 1.556
H -1.994 -1.048 0.041
H 0.950 -2.313 0.846
H -0.074 -2.953 -0.602
H 2.043 -1.265 -0.729
H 0.904 -1.307 -1.964
O 2.306 1.141 3.238
P 1.589 0.915 4.579
O 0.103 1.283 4.434
O 2.233 1.798 5.660
O 1.713 -0.563 4.984
*
```

***

A structure of composition C42H34Cl4N9O9Tl, computed with ωB97M-V/def2-TZVPD.

Summary:
- LUMO (eV) = -1.6
- HOMO energy (eV) = -6.502
- ΔE to the lowest compared entry with this formula, charge and spin (kJ/mol) = 0.0

```
! RIJCOSX wB97M-V def2-TZVPD def2/J DEFGRID3
* xyz 0 1
Tl 0.026 2.330 -0.886
Cl -3.699 8.026 -2.392
C -2.880 6.788 -1.549
C -2.787 6.840 -0.128
Cl -3.528 8.111 0.730
C -2.105 5.843 0.555
Cl -1.973 5.865 2.237
C -1.513 4.744 -0.139
O -0.884 3.803 0.502
C -1.621 4.697 -1.573
O -1.095 3.709 -2.231
C -2.304 5.745 -2.249
Cl -2.437 5.637 -3.932
N 1.647 2.439 0.816
C 2.689 2.572 1.353
N 3.833 2.702 1.940
C 4.064 3.683 3.001
C 4.266 2.966 4.330
C 5.352 1.883 4.226
C 5.023 0.913 3.086
C 4.864 1.667 1.772
H 3.230 4.397 3.003
H 4.971 4.234 2.715
H 3.309 2.541 4.673
H 4.521 3.729 5.078
H 5.454 1.358 5.179
H 6.344 2.339 4.064
H 4.111 0.335 3.288
H 5.823 0.165 2.942
H 4.573 1.023 0.935
H 5.794 2.181 1.474
O 2.134 0.902 -3.949
C 2.209 0.978 -2.708
O 1.909 2.052 -1.987
C 2.747 -0.183 -1.933
C 3.683 -1.053 -2.524
C 4.197 -2.101 -1.746
C 3.788 -2.366 -0.448
C 2.845 -1.509 0.077
C 2.322 -0.414 -0.613
N 2.383 -1.741 1.415
O 2.645 -2.841 1.950
O 1.735 -0.817 1.997
N 5.231 -2.918 -2.305
O 5.803 -3.742 -1.541
O 5.524 -2.773 -3.526
H 3.993 -0.900 -3.559
H 4.184 -3.196 0.125
H 1.612 0.224 -0.101
C -3.746 -1.367 -5.042
N -2.584 -0.515 -4.785
N -1.706 -0.840 -3.722
C -1.198 0.337 -3.230
O -0.428 0.347 -2.233
C -1.751 1.415 -3.983
C -2.635 0.842 -4.899
C -3.512 1.492 -5.868
C -1.151 -2.100 -3.598
C -1.043 -2.972 -4.713
C -0.464 -4.212 -4.554
C 0.029 -4.622 -3.311
C -0.063 -3.759 -2.217
C -0.650 -2.509 -2.342
H -3.547 -2.384 -4.695
H -3.917 -1.358 -6.123
H -4.641 -0.979 -4.535
H -1.549 2.468 -3.889
H -3.287 2.565 -5.918
H -4.582 1.383 -5.616
H -3.379 1.070 -6.876
H -1.356 -2.619 -5.689
H -0.395 -4.872 -5.415
H 0.476 -5.607 -3.204
H 0.331 -4.054 -1.252
H -0.675 -1.811 -1.514
N -2.251 -2.152 4.690
C -2.962 -3.234 5.224
C -3.055 -3.751 6.484
C -3.885 -4.868 6.635
C -4.587 -5.416 5.551
C -4.490 -4.878 4.261
C -3.673 -3.779 4.100
N -3.392 -3.046 2.958
C -2.540 -2.082 3.341
C -2.022 -1.092 2.451
C -1.104 -0.126 2.853
C -0.628 0.785 1.914
N -1.040 0.771 0.631
C -1.971 -0.126 0.248
C -2.477 -1.079 1.123
H -1.647 -1.513 5.187
H -2.503 -3.303 7.314
H -3.999 -5.320 7.612
H -5.226 -6.273 5.718
H -5.007 -5.276 3.399
H -0.690 -0.074 3.852
H 0.090 1.532 2.237
H -2.332 -0.105 -0.774
H -3.200 -1.798 0.768
*
```

***

A cluster of 2 separate species, C3H4BrN in total, computed with ωB97M-V/def2-TZVPD.

Summary:
- LUMO (alpha / beta) (eV) = -1.4 / -0.2
- HOMO energy (alpha / beta) (eV) = -9.205 / -9.141
- ΔE to the lowest compared entry with this formula, charge and spin (kJ/mol) = 322.7

```
! RIJCOSX wB97M-V def2-TZVPD def2/J DEFGRID3
* xyz 0 1
C 0.837 1.533 0.107
C -1.292 -0.852 -0.458
C 0.965 0.263 0.616
N 0.719 2.603 -0.305
Br 2.252 -0.915 -0.089
H -0.926 -0.869 -1.459
H -1.940 -0.053 -0.161
H -1.235 -1.734 0.141
H 0.620 0.024 1.608
*
```